# C5H6N

C5H6N as an isolated structure at a distorted geometry (wB97M-V/def2-TZVPD, the Open Molecules 2025 dataset).

The geometry in XYZ format:
```
12
Properties=species:S:1:pos:R:3:forces:R:3:mulliken_charge:R:1
C 1.158 0.674 -0.216 -0.4 0.3 0.6 -0.40
C -1.425 0.492 0.224 -0.7 3.7 -0.1 -0.26
C 0.941 -0.587 0.552 0.4 -2.1 0.6 -0.10
C -0.267 0.372 -0.696 -0.6 -1.4 0.4 0.19
C -0.604 -0.572 0.675 3.3 -1.9 -0.3 0.05
N -0.142 -1.117 -0.592 0.5 1.1 0.8 -0.13
H 1.209 1.518 0.553 0.4 -0.7 -1.6 0.29
H 1.810 0.574 -1.104 0.3 0.8 1.0 0.28
H -1.269 1.441 0.730 -0.8 0.1 0.5 0.21
H -2.430 0.273 -0.076 -0.3 -0.2 -0.3 0.26
H 1.716 -1.321 1.081 -2.1 1.5 -1.1 0.33
H -0.697 -1.746 -1.131 0.0 -1.2 -0.4 0.29
```
Positions in Å, forces in eV/Å.

gap between HOMO and LUMO: 9.98 eV
F_max: 3.81 eV/A
E_LUMO: -4.7874 eV
molecular weight: 80.11 u
2S+1: 1
total charge: +1

***

# C5H6N

An isolated ion of composition C5H6N and charge +1 at a distorted geometry (wB97M-V/def2-TZVPD, the Open Molecules 2025 dataset).

The geometry in XYZ format:
```
12
Properties=species:S:1:pos:R:3:forces:R:3:mulliken_charge:R:1
C -1.540 -0.832 -0.078 -1.5 -1.7 1.4 -0.24
C -0.159 -0.706 0.038 -2.5 5.4 -0.1 -0.07
C -2.581 0.115 0.118 -2.3 1.9 -2.3 -0.25
C -3.621 0.778 -0.128 5.4 -3.6 1.7 -0.08
C 0.303 0.665 0.101 -2.0 -2.0 0.3 -0.49
N 1.776 0.680 -0.078 -1.4 2.0 3.2 -0.09
H -2.030 -1.885 -0.119 1.2 1.6 -0.3 0.30
H 0.404 -1.531 0.096 2.2 -3.1 -0.1 0.46
H -4.356 1.453 0.060 -2.0 1.6 -0.2 0.41
H 2.114 -0.215 -0.149 1.9 -2.6 -0.5 0.26
H 2.187 1.236 0.719 -0.2 -0.6 -1.2 0.41
H 1.750 1.213 -0.897 1.1 1.2 -2.0 0.38
```
Positions in Å, forces in eV/Å.

gap between HOMO and LUMO: 7.82 eV
F_max: 6.76 eV/A
E_LUMO: -6.1967 eV
molecular weight: 80.11 u
2S+1: 1
total charge: +1

***

# C5H6N

C5H6N as an isolated structure at a distorted geometry (wB97M-V/def2-TZVPD, the Open Molecules 2025 dataset).

The geometry in XYZ format:
```
12
Properties=species:S:1:pos:R:3:forces:R:3:mulliken_charge:R:1
C -0.951 -0.847 -0.051 2.7 -4.1 2.4 0.38
C -2.265 -0.723 -0.018 1.8 0.9 -2.1 -0.13
C -0.257 0.931 0.014 0.1 2.9 -1.6 -0.55
C -1.911 0.624 -0.058 0.1 0.5 -0.1 -0.21
C 1.602 -0.906 -0.018 1.3 -1.4 -2.9 -0.82
N 0.301 -0.421 -0.013 -4.7 1.7 -0.6 0.11
H 0.123 1.736 -0.744 -0.9 -1.8 0.5 0.34
H -0.062 1.446 0.951 -0.3 -0.6 0.6 0.31
H -2.650 1.322 0.225 -0.2 1.6 1.1 0.47
H 2.001 -1.038 -1.041 -0.7 -0.2 -0.1 0.35
H 2.348 -0.290 0.320 1.0 2.1 1.7 0.37
H 1.721 -1.833 0.434 -0.2 -1.7 1.1 0.37
```
Positions in Å, forces in eV/Å.

gap between HOMO and LUMO (spin up / spin down): 6.90 / 6.87 eV
F_max: 5.44 eV/A
E_LUMO (spin up / spin down): -5.2868 / -8.4544 eV
molecular weight: 80.11 u
2S+1: 3
total charge: +1
⟨S²⟩: 2.010

***

# C5H6N2

A single C5H6N2 molecule at a distorted geometry (wB97M-V/def2-TZVPD, the Open Molecules 2025 dataset).

The geometry in XYZ format:
```
13
Properties=species:S:1:pos:R:3:forces:R:3:mulliken_charge:R:1
N 1.096 1.027 2.685 -0.7 0.1 -0.3 -0.44
C 0.721 0.345 1.833 2.1 -0.3 1.8 -0.04
C 0.571 -0.592 0.776 -2.1 -0.9 -2.1 0.37
C 1.058 0.045 -0.592 -3.2 0.3 2.2 -0.88
C -0.359 0.288 -1.027 -2.9 -2.5 0.8 0.39
N -0.931 0.722 -2.030 2.3 1.3 -1.8 -0.63
C -0.980 -0.371 0.230 0.5 0.6 1.6 -0.74
H 0.883 -1.719 0.883 -0.6 2.5 0.4 0.40
H 1.481 -0.676 -1.138 2.0 -2.3 -2.4 0.31
H 1.537 0.941 -0.508 2.0 2.1 0.2 0.40
H -1.901 0.780 -2.241 -0.8 -0.4 0.8 0.22
H -1.534 0.466 0.763 0.9 -1.0 -0.1 0.30
H -1.641 -1.255 0.365 0.5 0.4 -1.0 0.34
```
Positions in Å, forces in eV/Å.

gap between HOMO and LUMO: 10.18 eV
F_max: 3.93 eV/A
SMILES string: N#CC1CC(=N)C1
E_LUMO: 0.6889 eV
molecular weight: 94.12 u
2S+1: 1

***

# C5H6N2

A single C5H6N2 molecule at a distorted geometry (wB97M-V/def2-TZVPD, the Open Molecules 2025 dataset).

The geometry in XYZ format:
```
13
Properties=species:S:1:pos:R:3:forces:R:3:mulliken_charge:R:1
N 1.923 -0.170 1.875 -0.6 0.1 -0.9 -0.50
C 1.373 0.013 0.868 1.5 0.7 0.6 0.20
C 1.065 0.384 -0.531 0.3 -0.2 0.2 -0.04
C -0.084 -0.480 -0.980 0.2 -0.1 0.1 0.12
C -0.461 -1.250 0.229 -0.5 -1.4 -0.7 -0.98
C -0.992 1.189 0.323 -0.6 0.9 0.8 -0.49
N -0.243 0.933 -0.784 0.1 0.0 -0.5 -0.28
H 1.887 0.708 -1.162 -0.2 -0.1 0.1 0.39
H -0.115 -0.859 -2.002 0.1 0.0 0.3 0.40
H -1.462 -1.317 0.610 -0.3 0.1 -0.1 0.29
H 0.108 -2.183 0.339 -0.2 0.4 0.2 0.30
H -2.044 0.925 0.284 0.2 -0.1 0.0 0.29
H -0.716 2.074 0.899 0.0 -0.3 0.0 0.28
```
Positions in Å, forces in eV/Å.

gap between HOMO and LUMO (spin up / spin down): 8.90 / 7.51 eV
F_max: 1.78 eV/A
E_LUMO (spin up / spin down): 0.1782 / -0.4479 eV
molecular weight: 94.12 u
2S+1: 1

***

# C5H6N2

A single C5H6N2 molecule at a distorted geometry (wB97M-V/def2-TZVPD, the Open Molecules 2025 dataset).

The geometry in XYZ format:
```
13
Properties=species:S:1:pos:R:3:forces:R:3:mulliken_charge:R:1
C -1.227 0.834 -1.974 -0.3 0.7 0.6 -0.64
C -0.222 0.682 -1.170 1.0 -0.5 0.3 0.15
C 0.844 0.426 -0.439 0.5 1.5 -0.4 -0.50
C 0.871 -0.465 0.768 -1.7 -0.9 -1.1 0.28
N 0.501 0.230 1.982 0.3 0.0 0.2 -0.61
C -0.174 -1.479 0.321 0.9 -0.8 1.8 0.14
N -0.935 -2.334 0.230 -0.2 0.0 -0.4 -0.44
H -1.372 0.222 -2.834 0.0 -0.5 -0.5 0.26
H -1.969 1.606 -1.790 0.1 -0.1 0.0 0.24
H 1.779 0.944 -0.627 -0.1 0.2 -0.2 0.32
H 1.847 -0.970 0.881 -0.5 0.2 -0.1 0.27
H 0.445 -0.403 2.776 0.0 0.1 -0.2 0.26
H -0.388 0.708 1.874 0.2 -0.1 0.0 0.28
```
Positions in Å, forces in eV/Å.

gap between HOMO and LUMO: 10.96 eV
F_max: 2.20 eV/A
SMILES string: C=C=C[C@@H](N)C#N
E_LUMO: 0.7792 eV
molecular weight: 94.12 u
2S+1: 1

***

# C5H6N2

C5H6N2 as an isolated structure (wB97M-V/def2-TZVPD, the Open Molecules 2025 dataset).

The geometry in XYZ format:
```
13
Properties=species:S:1:pos:R:3:forces:R:3:mulliken_charge:R:1
C -1.531 -0.368 0.135 -0.4 -0.1 0.1 -0.60
C -1.403 1.120 0.353 -0.2 0.4 0.1 -0.27
C 0.077 0.804 0.550 0.2 0.2 -0.2 -0.03
N 1.262 1.182 -0.079 -0.1 -0.1 0.2 -0.50
C 1.821 0.092 -0.482 0.0 0.0 0.0 -0.11
C 0.950 -1.146 -0.296 -0.1 -0.1 -0.2 -0.39
N -0.179 -0.519 0.370 0.3 -0.3 0.0 0.29
H 0.546 -1.494 -1.244 0.3 -0.2 -0.1 0.27
H -2.252 -1.060 0.561 0.0 0.1 -0.1 0.21
H -1.515 1.732 -0.550 0.0 -0.1 0.2 0.19
H -1.973 1.546 1.179 0.1 0.1 -0.1 0.26
H 2.841 0.057 -0.853 -0.1 0.0 0.0 0.39
H 1.425 -1.981 0.229 -0.1 0.2 0.1 0.28
```
Positions in Å, forces in eV/Å.

gap between HOMO and LUMO (spin up / spin down): 7.65 / 7.31 eV
F_max: 0.47 eV/A
E_LUMO (spin up / spin down): 0.3504 / 0.3003 eV
molecular weight: 94.12 u
2S+1: 1

***

# C5H6N2

A single C5H6N2 molecule (wB97M-V/def2-TZVPD, the Open Molecules 2025 dataset).

The geometry in XYZ format:
```
13
Properties=species:S:1:pos:R:3:forces:R:3:mulliken_charge:R:1
C 1.662 -0.661 1.126 0.4 0.0 -0.3 -0.22
N 2.521 -0.479 0.230 -0.3 -0.2 0.4 -0.52
C 1.329 0.465 0.285 -0.2 0.3 -0.1 0.01
C 0.258 0.358 -0.781 0.0 0.0 0.0 -0.75
C -1.124 0.471 -0.167 0.2 0.3 -0.1 0.09
C -2.136 -0.556 -0.298 0.1 -0.1 0.4 -0.28
N -1.539 -0.627 0.803 -0.3 -0.1 -0.4 -0.44
H 1.446 -1.346 1.937 0.1 0.1 -0.1 0.33
H 1.545 1.474 0.642 0.0 -0.2 -0.1 0.42
H 0.365 -0.608 -1.288 0.0 0.1 0.1 0.36
H 0.394 1.140 -1.539 0.0 -0.1 0.1 0.30
H -1.426 1.478 0.130 0.0 -0.2 0.0 0.37
H -2.915 -1.080 -0.839 0.1 0.1 0.1 0.33
```
Positions in Å, forces in eV/Å.

gap between HOMO and LUMO: 10.95 eV
F_max: 0.52 eV/A
SMILES string: C1=N[C@H]1C[C@H]1C=N1
E_LUMO: 1.1345 eV
molecular weight: 94.12 u
2S+1: 1

***

# C5H6N2

C5H6N2 as an isolated structure (wB97M-V/def2-TZVPD, the Open Molecules 2025 dataset).

The geometry in XYZ format:
```
13
Properties=species:S:1:pos:R:3:forces:R:3:mulliken_charge:R:1
N 1.765 0.841 1.134 -0.2 -0.3 -0.1 -0.48
C 1.510 -0.375 0.917 0.1 0.3 0.2 -0.13
C 1.315 0.455 -0.241 0.2 0.1 -0.2 -0.05
C -0.545 -0.500 -1.193 -0.1 -0.2 -0.1 -0.33
C -1.417 -0.714 -0.206 -0.1 0.0 -0.1 -0.37
C -1.083 0.652 0.357 -0.1 0.1 0.3 -0.42
N -0.030 0.762 -0.713 0.0 0.0 0.0 -0.31
H 2.046 0.502 -1.046 -0.1 0.0 0.1 0.43
H -0.203 -1.001 -2.094 -0.1 0.0 0.2 0.39
H -2.131 -1.488 0.037 -0.1 0.2 -0.2 0.36
H 1.355 -1.285 1.484 0.3 0.0 0.0 0.32
H -1.866 1.395 0.184 0.1 0.0 0.0 0.27
H -0.716 0.756 1.380 0.0 -0.1 -0.1 0.31
```
Positions in Å, forces in eV/Å.

gap between HOMO and LUMO: 9.95 eV
F_max: 0.38 eV/A
E_LUMO: 1.1056 eV
molecular weight: 94.12 u
2S+1: 1

***

# C5H6N2

C5H6N2 as an isolated structure (wB97M-V/def2-TZVPD, the Open Molecules 2025 dataset).

The geometry in XYZ format:
```
13
Properties=species:S:1:pos:R:3:forces:R:3:mulliken_charge:R:1
C -1.515 -0.482 0.296 -0.3 -0.2 -0.1 -0.31
C -1.312 0.980 0.666 0.0 0.1 0.1 -0.47
C 0.002 0.723 0.746 -0.1 0.1 0.0 0.17
N 1.291 1.267 0.576 0.0 -0.2 -0.2 -0.54
C 1.838 0.412 -0.207 0.0 0.1 0.0 -0.07
C 0.911 -0.728 -0.633 0.1 -0.1 -0.1 -0.38
N -0.036 -0.670 0.476 0.1 0.0 0.0 -0.21
H -1.837 -0.670 -0.732 0.1 0.1 0.1 0.23
H -2.089 -1.112 0.984 0.1 0.1 -0.1 0.23
H 0.443 -0.411 -1.586 0.1 -0.1 0.1 0.24
H -1.948 1.847 0.758 0.1 -0.1 0.1 0.40
H 2.857 0.541 -0.567 -0.1 0.0 0.0 0.39
H 1.396 -1.696 -0.777 0.0 0.1 0.1 0.33
```
Positions in Å, forces in eV/Å.

gap between HOMO and LUMO: 9.27 eV
F_max: 0.38 eV/A
E_LUMO: 0.8509 eV
molecular weight: 94.12 u
2S+1: 1

***

# C5H6N2

A 3-piece molecular cluster, C5H6N2 overall at a distorted geometry (wB97M-V/def2-TZVPD, the Open Molecules 2025 dataset).

The geometry in XYZ format:
```
13
Properties=species:S:1:pos:R:3:forces:R:3:mulliken_charge:R:1
C -0.592 -1.568 -0.715 -0.8 -0.4 0.5 -1.02
C -1.273 -0.739 0.034 -0.8 -0.9 -0.3 0.66
C -2.165 -0.091 0.730 0.4 0.7 0.0 -0.78
H -0.116 -2.440 -0.291 0.5 0.2 0.2 0.30
H -0.729 -1.613 -1.781 0.1 0.4 -0.3 0.32
H -1.937 0.899 1.101 0.0 -0.1 0.1 0.29
H -3.161 -0.472 0.936 0.2 -0.2 -0.2 0.26
C 1.347 2.226 1.181 -1.4 0.3 0.4 0.03
N 0.340 1.699 0.992 1.1 0.1 -0.2 -0.36
H 2.055 2.946 1.530 0.5 -0.3 -0.2 0.32
C 1.998 -0.371 -1.213 -0.1 1.7 0.3 0.36
N 2.899 -0.833 -1.739 0.4 -0.8 -0.3 -0.40
H 1.333 0.357 -0.764 0.0 -0.8 -0.1 0.01
```
Positions in Å, forces in eV/Å.

gap between HOMO and LUMO: 10.56 eV
F_max: 1.69 eV/A
SMILES string: C=C=C.C#N.C#N
E_LUMO: 0.8086 eV
molecular weight: 94.12 u
2S+1: 1

***

# C5H6N2

C5H6N2 as an isolated structure at a distorted geometry (wB97M-V/def2-TZVPD, the Open Molecules 2025 dataset).

The geometry in XYZ format:
```
13
Properties=species:S:1:pos:R:3:forces:R:3:mulliken_charge:R:1
C -0.049 1.198 1.033 -0.1 0.0 -0.1 -0.31
C 1.258 0.539 0.663 0.6 -0.3 1.2 -0.60
C 0.630 -0.674 0.592 0.2 1.2 -0.8 0.60
N 0.738 -1.757 -0.272 -0.7 -0.4 -0.3 -0.58
C -0.268 -1.546 -1.069 0.7 -0.3 0.4 -0.17
C -0.956 -0.274 -0.753 1.6 2.0 -0.6 -0.48
N -0.689 -0.105 0.644 -0.5 -0.7 0.9 -0.31
H -0.378 2.059 0.446 0.0 -0.2 0.0 0.29
H -0.209 1.410 2.094 0.0 -0.1 -0.1 0.22
H 0.066 0.539 -1.092 -2.4 -1.3 -0.5 0.30
H 2.283 0.850 0.775 0.1 0.0 -0.1 0.34
H -0.455 -2.161 -1.947 0.0 0.0 0.2 0.37
H -1.970 -0.077 -1.113 0.4 0.1 -0.1 0.33
```
Positions in Å, forces in eV/Å.

gap between HOMO and LUMO: 9.78 eV
F_max: 2.76 eV/A
E_LUMO: 0.8656 eV
molecular weight: 94.12 u
2S+1: 1